ORCA calculation (wB97M-V/def2-TZVPD) on a 13-piece molecular cluster, C34H76N8O28S5 overall.

```
151
Properties=species:S:1:pos:R:3:forces:R:3
S 0.1126 -4.1831 -2.9580 1.0 -0.2 -2.4
S -1.9490 4.2592 3.9602 1.1 2.1 0.1
S -0.6710 1.1527 0.0401 2.4 -1.9 -0.7
S 5.8853 -1.0920 -0.0037 0.1 -0.2 -0.5
S -4.4587 3.0401 -5.8406 -0.4 -1.3 -0.9
O 3.4430 1.0815 3.6330 -1.0 -2.3 1.0
O -0.3485 4.6900 3.7355 -2.0 0.5 -0.9
O -2.7293 5.4536 4.3007 1.4 -2.9 -0.3
O -5.0070 -1.2558 2.2192 0.2 -1.7 0.3
O -5.7734 2.4425 -6.1506 3.0 1.2 1.9
O 5.3245 0.2140 -0.3297 0.7 -2.3 0.5
O 2.9332 4.4729 -0.8755 -1.4 0.0 -1.1
O -1.4918 -0.1250 0.5715 -2.0 2.1 2.1
O -1.2921 1.5729 -1.2087 0.9 -0.4 1.7
O -0.1059 -0.5700 6.3083 2.4 -0.4 -1.3
O -1.6252 3.3252 5.2817 -4.0 1.9 -2.3
O 0.3005 -5.8555 -2.9052 -0.3 2.3 0.1
O 0.6291 0.0924 -0.1738 -0.6 1.6 -0.4
O -0.4387 -4.2042 1.5763 -1.4 1.7 -2.0
O -0.3173 2.1513 1.0447 -1.1 -2.4 -1.7
O -4.0498 4.1127 -6.7044 0.0 -0.6 1.2
O -0.9805 -3.8856 -2.0689 1.3 0.2 -0.2
O 6.0705 -1.2397 1.5959 1.6 0.9 -0.9
O -2.9630 6.1851 -2.1238 0.0 0.0 -1.8
O 7.0822 -1.5457 -0.7411 -3.3 0.7 2.2
O -3.0392 -7.0179 -1.7009 -0.5 -0.4 -1.3
O -4.1173 3.4486 -4.2332 -2.1 -0.1 -2.9
O 0.0630 -1.0028 -5.1065 -4.6 -0.8 0.5
O -3.3380 1.8271 -5.8591 -0.8 1.3 0.4
O -0.4504 -4.1835 -4.5332 0.6 0.5 2.6
O 4.6109 -2.2169 0.0391 0.7 0.3 -0.4
O -2.3074 3.5069 2.7792 -0.1 0.1 1.5
O 1.3995 -3.4105 -2.9361 -3.8 -2.5 0.3
N 4.3445 3.0294 3.3671 0.6 1.5 -1.5
N -3.8173 5.9927 -0.1336 -0.2 0.3 2.7
N 1.3960 -5.4094 1.6998 4.3 -1.3 -1.8
N 1.3283 -0.9561 4.6055 0.5 -1.1 -3.8
N 1.9280 -1.1680 -6.2698 0.6 0.2 0.0
N -2.7259 -5.6903 0.0840 2.0 1.0 2.6
N 3.2670 4.9088 -3.0294 2.2 1.9 -1.7
N -4.4089 0.6611 1.5571 -1.2 3.7 -1.4
C -4.6042 1.9381 0.8588 0.6 -1.6 -0.8
C 0.3216 -0.9409 3.5274 0.7 -1.2 0.0
C -3.6740 5.8521 1.3456 -1.0 -0.2 -1.4
C 2.2735 -0.6260 6.7529 0.7 -0.1 -0.1
C 0.2855 -4.9479 2.1797 -1.9 -0.2 2.8
C 1.8441 0.2517 -4.1750 0.0 -1.0 -1.7
C -0.3014 3.0775 5.3415 3.0 -0.2 2.3
C 0.2654 -1.3715 -0.2767 -0.1 1.9 0.1
C -0.0831 -5.2781 3.6426 0.3 0.1 -1.4
C 3.6536 2.0409 2.9323 -1.5 -1.5 -2.3
C 4.0002 6.1854 -2.7891 -1.3 0.8 1.3
C -1.4613 5.2706 -0.5571 -0.4 -0.6 1.0
C 1.5442 3.3480 -2.4996 -1.5 -1.1 -0.7
C -1.2591 -1.3043 -0.1563 -0.2 -1.0 -1.3
C -1.3045 -7.5536 -0.2011 0.7 -0.2 0.3
C -5.4144 -0.2525 1.6688 -0.5 -1.4 1.8
C 1.8315 -5.2541 0.2648 -2.4 -0.3 0.6
C -2.9004 2.8916 -3.7844 0.4 0.7 -0.1
C 1.3992 -1.9085 -7.4076 0.7 -0.6 -0.1
C 4.8281 -1.5126 2.1996 -1.1 0.0 -0.1
C 1.1847 -0.6969 -5.2368 3.8 0.8 0.5
C 3.1317 2.1624 1.4735 0.5 0.1 0.8
C -2.2180 2.1752 -4.9667 -1.3 -1.0 -0.7
C 2.5864 4.3161 -2.0642 1.0 -1.0 2.9
C -2.4398 -6.7340 -0.6916 -1.4 0.2 -1.3
C 0.4870 4.2881 4.7766 -0.2 -2.3 0.4
C -1.0245 -5.4663 -4.9034 1.3 0.8 -0.1
C -3.5355 -4.4742 0.0280 -0.7 -1.5 -0.4
C -6.8485 -0.0045 1.3502 -0.7 2.1 -1.3
C -2.7983 5.8276 -0.9834 0.6 0.5 -1.0
C 4.3073 -2.6657 1.3953 0.0 -0.6 -0.1
C -0.1273 -6.4699 -4.1514 0.2 -0.3 0.0
C 1.0630 -0.7697 5.8440 -3.4 1.7 5.3
C 4.9295 3.2108 4.6481 0.1 2.2 0.1
H -0.1312 3.0612 6.4180 0.5 -0.6 0.0
H -3.5117 0.6548 2.0210 0.4 -1.3 0.5
H 4.7373 2.5463 5.4905 0.1 -0.7 -0.9
H -0.0436 2.1213 4.8863 0.1 0.1 -0.1
H 2.9273 -1.0262 -6.2329 -0.2 0.1 -0.1
H -2.0948 -5.5480 -4.7136 0.2 0.1 0.5
H 2.1384 2.6111 1.4647 -0.2 -0.4 0.1
H 0.5078 3.4427 -2.1755 0.1 1.1 0.7
H 3.1687 -0.6740 6.1329 0.2 0.0 0.2
H 2.4907 -6.0568 -0.0658 0.2 0.3 0.4
H -0.7878 -7.0636 0.6242 0.2 -0.2 0.1
H -7.6007 0.0903 2.1333 0.8 -0.7 0.9
H 0.7358 5.0691 5.4952 -0.3 0.1 -0.1
H 0.7633 -1.8273 0.5791 -0.2 -0.1 -0.2
H -1.6682 -8.5202 0.1477 0.2 -0.1 -0.3
H 1.7432 1.2454 -4.6115 -0.3 0.2 0.5
H -0.6581 -7.3881 -3.8999 -0.1 0.2 0.1
H -4.5545 -4.7946 0.2448 -0.4 0.2 -0.8
H 2.1138 -4.2500 -0.0516 0.4 -0.1 0.4
H -0.9471 6.0105 0.0563 0.2 0.0 -0.1
H 4.6596 -3.6794 1.5861 1.0 0.2 -0.2
H -1.1045 -4.9565 3.8459 0.2 0.2 -0.2
H 3.2563 6.9610 -2.9714 0.2 0.3 -0.7
H -3.6156 2.1596 0.4567 -0.1 0.8 0.2
H -4.3014 6.5179 1.9382 -0.2 0.3 -0.5
H 3.1578 1.1739 1.0149 -0.3 0.1 0.0
H 4.9304 -1.5642 3.2836 0.2 -0.3 -0.3
H 1.3661 3.7733 4.3888 0.3 0.8 -0.3
H 0.6433 -4.6223 4.1226 -0.1 -0.6 1.1
H 0.6509 -1.5390 2.6777 0.7 -0.1 0.1
H -0.5401 -1.5298 3.8418 -0.4 0.8 0.3
H -3.3857 -3.7960 0.8681 1.0 -0.2 -0.1
H 2.3810 -1.3301 7.5780 -0.4 -0.4 -0.3
H -2.3189 3.7716 -3.5093 0.3 -0.3 0.5
H -4.0777 4.8496 1.4878 0.8 -0.1 1.1
H 2.0770 -2.7376 -7.6104 0.3 0.1 -0.1
H 4.5359 3.6501 2.5936 0.5 0.7 0.8
H -0.6037 -7.6257 -1.0328 0.0 -0.4 0.1
H 0.8172 -6.7283 -4.6300 -0.3 0.1 -0.6
H -7.3502 -0.6131 0.5979 0.7 -0.5 0.0
H 3.7197 2.8459 0.8609 0.2 -0.1 0.0
H -5.0357 2.6708 1.5407 0.3 0.2 0.2
H 3.2461 -2.8230 1.5883 -0.4 0.7 -0.7
H -1.5055 2.7480 -5.5603 -0.1 0.4 0.4
H -1.9002 -5.6774 0.6655 -0.6 1.4 0.7
H -0.8515 -5.3460 -5.9728 -0.1 -1.1 -0.1
H 1.3701 3.3538 -3.5756 0.6 -0.1 -0.2
H 2.9170 0.0905 -4.0701 0.0 -0.2 0.3
H 4.1592 6.3956 -1.7315 0.1 -1.0 0.2
H 1.6611 2.3180 -2.1629 1.0 0.0 -0.1
H -1.7923 1.1966 -4.7448 0.1 0.2 0.3
H -6.9134 1.0140 0.9672 -0.1 0.0 -0.4
H -1.7776 -1.2354 -1.1126 0.4 0.3 -0.4
H -1.7959 -2.1331 0.3053 0.7 0.0 0.7
H 0.6646 -1.6893 -1.2399 -0.2 -0.2 0.2
H 2.2983 0.3406 7.2560 -0.4 0.2 -0.3
H 0.1491 0.0411 3.0868 -0.3 0.2 0.6
H -3.4083 -4.0149 -0.9523 -0.3 0.3 0.1
H -2.6547 6.0806 1.6568 -0.1 -0.7 -0.1
H 1.3754 -1.2794 -8.2974 -0.3 0.0 0.0
H 1.2748 0.0659 -3.2642 0.3 0.4 0.0
H 4.4284 4.1401 4.9191 0.7 0.4 0.9
H -0.0457 -6.3542 3.8123 0.6 0.2 0.5
H 4.0862 -0.7509 1.9596 0.3 0.7 0.4
H 3.3213 4.5602 -3.9757 -0.6 0.0 0.2
H 5.9723 3.4192 4.4090 0.2 -0.2 1.0
H -3.2412 2.2990 -2.9354 0.9 -0.4 0.0
H 2.0041 -6.0087 2.2393 -0.4 0.1 0.3
H 0.4592 -2.4386 -7.2543 -0.2 0.8 0.4
H 0.8679 -5.4388 -0.2100 0.1 0.1 -0.8
H 2.2623 -1.3066 4.4481 -0.2 0.5 -0.6
H -5.2872 1.7404 0.0326 0.0 0.3 0.0
H 4.9550 6.4637 -3.2353 -0.2 -1.0 -0.7
H -4.6882 6.3398 -0.5092 0.4 0.2 -0.2
H -0.8339 4.9282 -1.3801 -0.3 0.6 -0.1
H -1.6218 4.3920 0.0678 0.1 0.0 0.3
```
Positions in Å, forces in eV/Å.

Its multiplicity is 2. As for the net charge: +1. As for the frontier orbital gap (alpha / beta): 7.7 / 2.9 eV. The total energy comes out at -159901.0554 eV. The strongest force on any atom is 6.55 eV Å⁻¹.